A molecular structure, C6H18NO at a distorted geometry, computed with the ωB97M-V functional and the def2-TZVPD basis.

XYZ file:
```
26
Properties=species:S:1:pos:R:3
C 2.23797 0.30593 -0.19869
C 0.87622 1.09670 -0.31390
C -0.16126 0.29238 -1.09030
C -1.45787 1.08726 -1.14667
C -0.50529 -1.08659 -0.54810
C -1.33423 -1.84663 -1.61376
N 0.31513 1.50587 0.85466
H 2.33011 -0.50734 0.50804
H 2.23632 -0.14051 -1.22844
H 3.19318 1.04950 -0.10912
H 1.09709 1.97420 -1.01803
H 0.22713 0.06687 -2.06860
H -1.85274 1.63999 -0.20516
H -1.50787 1.80330 -1.94445
H -2.24368 0.33210 -1.40250
H 0.30679 -1.59179 0.02027
H -1.26727 -0.82721 0.19638
H -0.71853 -2.67274 -2.02223
H -2.22223 -2.37832 -1.19788
H -1.80937 -1.23219 -2.42913
H 0.68117 -0.96611 3.06169
H -3.08768 -1.03915 6.59114
H 0.70730 2.35910 1.35073
H -2.63972 -1.67774 6.73989
H 0.37681 0.19870 1.83827
O 0.75675 -0.75326 2.10062
```

Output
Multiplicity: 1
Energy, eV: -10037.866
Charge: +1
Relative energy (zero: lowest compared OMol25 entry of this formula, charge and spin), eV: 7.9654
HOMO-LUMO gap, eV: 5.7564